Record 1
{
  "formula": "C30H69N3O6",
  "method": "wB97M-V/def2-TZVPD",
  "e_above_lowest_kcal_mol": 67.9,
  "smiles": "CC1(C)CCCC(C)(C)N1O.CC1(C)CCCC(C)(C)N1O.CC1(C)CCCC(C)(C)N1O.CC(C)O.O.O",
  "e_lumo_ev": 0.217,
  "homo_ev": -7.9,
  "orbital_gap_ha": 0.2974,
  "elements": ["C", "C", "C", "C", "C", "C", "C", "C", "C", "N", "O", "H", "H", "H", "H", "H", "H", "H", "H", "H", "H", "H", "H", "H", "H", "H", "H", "H", "H", "H", "C", "C", "C", "C", "C", "C", "C", "C", "C", "N", "O", "H", "H", "H", "H", "H", "H", "H", "H", "H", "H", "H", "H", "H", "H", "H", "H", "H", "H", "H", "C", "C", "C", "C", "C", "C", "C", "C", "C", "N", "O", "H", "H", "H", "H", "H", "H", "H", "H", "H", "H", "H", "H", "H", "H", "H", "H", "H", "H", "H", "C", "C", "C", "O", "H", "H", "H", "H", "H", "H", "H", "H", "O", "H", "H", "O", "H", "H"],
  "xyz": [[-0.741420, -4.275047, 0.209935], [0.642117, -4.506022, 0.884016], [1.434937, -5.468210, 0.002586], [1.356131, -3.167813, 0.987218], [0.861183, -2.173512, 2.017056], [0.745016, -2.930953, 3.372162], [-0.009737, -4.248022, 3.363907], [0.390908, -5.003526, 4.635463], [-1.542583, -4.087092, 3.302892], [0.496375, -5.054631, 2.241567], [-0.077927, -6.343006, 2.205694], [-0.579430, -3.833593, -0.777180], [-1.266635, -5.222538, 0.105223], [-1.316146, -3.542571, 0.770345], [1.566710, -5.047538, -0.992909], [2.355709, -5.728464, 0.529246], [0.898464, -6.403593, -0.171527], [2.392142, -3.416947, 1.256027], [1.424346, -2.706815, -0.003914], [1.638302, -1.424545, 2.176294], [-0.042788, -1.614371, 1.778522], [0.148062, -2.231340, 3.968691], [1.737539, -3.020606, 3.808216], [0.113601, -6.051427, 4.759007], [-0.061195, -4.503499, 5.496991], [1.479243, -4.994638, 4.718747], [-1.880425, -3.264280, 2.675425], [-2.017930, -3.988561, 4.283816], [-2.020960, -5.002406, 2.944217], [0.668383, -6.946943, 2.281708], [-2.163944, -0.346094, 0.098093], [-2.275895, 0.062218, -1.378889], [-2.196621, 1.602026, -1.462884], [-1.105415, -0.626304, -2.068403], [-1.169584, -0.470875, -3.578080], [-2.460710, -0.939092, -4.211240], [-3.742147, -0.585928, -3.410691], [-4.334676, 0.754477, -3.882588], [-4.730036, -1.716673, -3.621687], [-3.482187, -0.523701, -1.948610], [-4.651320, -0.249695, -1.208687], [-1.168846, -0.088905, 0.474301], [-2.820744, 0.136178, 0.822963], [-2.260834, -1.434978, 0.119353], [-3.145733, 2.104490, -1.633730], [-1.645207, 2.036274, -0.622888], [-1.557467, 1.961480, -2.283448], [-0.258868, 0.016730, -1.794433], [-0.963620, -1.644921, -1.716436], [-1.006228, 0.573974, -3.866062], [-0.361114, -1.034944, -4.054216], [-2.360216, -2.027286, -4.255097], [-2.617300, -0.529916, -5.208890], [-3.522890, 1.372414, -4.271293], [-4.905049, 1.289536, -3.121983], [-5.090754, 0.662589, -4.669639], [-5.639105, -1.577663, -3.028941], [-4.361486, -2.678929, -3.257911], [-5.004263, -1.796604, -4.673927], [-4.733076, -1.042223, -0.667531], [1.287324, 3.680404, 4.157353], [0.468984, 3.094262, 3.004762], [0.386253, 1.552510, 3.253270], [-0.936364, 3.629673, 3.007388], [-0.935061, 5.066994, 2.469622], [-0.337198, 5.195704, 1.097792], [1.076440, 4.593414, 1.032129], [1.358514, 4.316772, -0.441680], [2.089711, 5.635464, 1.560540], [1.106156, 3.277049, 1.689121], [2.332415, 2.627002, 1.541231], [2.287409, 3.244855, 4.169954], [1.394615, 4.745064, 3.947037], [0.816799, 3.498195, 5.122670], [0.131447, 1.076894, 2.297987], [1.334841, 1.080328, 3.510358], [-0.408872, 1.376429, 3.974988], [-1.527420, 3.032932, 2.303386], [-1.393078, 3.648549, 3.994327], [-2.000840, 5.334375, 2.467396], [-0.519361, 5.756640, 3.208489], [-0.314145, 6.255992, 0.821481], [-0.989900, 4.825672, 0.299974], [1.476215, 5.199980, -1.077179], [0.519347, 3.747324, -0.844143], [2.308802, 3.798106, -0.584911], [2.903659, 5.084311, 2.042971], [1.696837, 6.320162, 2.311762], [2.544693, 6.195028, 0.744723], [2.070741, 1.767939, 1.179693], [2.235931, 0.713903, -5.154644], [3.024725, 1.914197, -4.647815], [3.097659, 2.068127, -3.146227], [4.361910, 1.859596, -5.156133], [1.386886, 0.567730, -4.484700], [2.857369, -0.177975, -5.237661], [1.818824, 0.859434, -6.151419], [2.568989, 2.825814, -5.067541], [3.386868, 1.069326, -2.786736], [2.173973, 2.288231, -2.602159], [3.838879, 2.759646, -2.747421], [4.857528, 2.623553, -4.857848], [4.517034, -1.580730, 0.456046], [4.310010, -1.869015, 1.353683], [5.472598, -1.678913, 0.379073], [2.084899, 0.242283, -0.021932], [2.911907, -0.251214, 0.090056], [1.808414, 0.052853, -0.925101]],
  "forces_ev_per_a": [[0.6, 0.2, -0.1], [-1.9, 0.3, -0.2], [-0.3, -0.3, 0.5], [1.0, 0.2, -0.4], [0.4, -1.0, 0.9], [-1.0, 1.6, -0.5], [-0.4, -1.3, -0.4], [0.1, 0.1, 0.7], [-0.5, -0.3, 0.3], [1.7, 0.1, -0.3], [-0.6, 0.0, -0.1], [0.0, -0.2, -0.1], [-0.2, 0.1, 0.1], [-0.2, -0.2, 0.0], [0.5, 0.2, 0.1], [0.3, 0.2, -0.4], [-0.2, 0.1, 0.2], [0.0, 0.1, 0.0], [-0.1, -0.1, 0.0], [-0.1, 0.2, -0.2], [-0.1, -0.3, -0.2], [0.3, -0.3, 0.6], [0.0, -0.2, 0.0], [-0.4, 0.1, -0.7], [0.3, 0.2, 0.0], [0.0, 0.2, 0.1], [0.1, 0.1, 0.0], [0.4, 0.4, 0.1], [0.3, 0.0, -0.3], [0.0, 0.1, 0.1], [0.3, -0.2, 0.1], [-0.6, 0.4, 0.7], [1.0, 0.6, -0.7], [0.4, 1.6, -0.6], [0.2, 0.2, -0.8], [-0.5, -0.4, 1.0], [-0.4, 0.3, 0.8], [-0.3, 0.2, -0.5], [-0.8, -0.4, 0.3], [0.9, -1.5, -0.3], [0.1, 0.4, -0.1], [0.1, -0.1, -0.3], [-0.5, 0.0, -0.4], [-0.1, 0.0, 0.4], [-0.2, -0.2, 0.5], [-0.5, -0.1, 0.4], [-0.2, -0.4, -0.3], [0.3, -0.6, 0.4], [-0.1, -0.1, -0.1], [0.1, 0.0, 0.3], [0.1, 0.1, 0.1], [-0.4, 0.0, -0.2], [0.2, -0.2, -0.1], [-0.2, 0.3, 0.1], [0.4, -0.1, 0.4], [0.4, -0.4, -0.3], [-0.1, 0.4, -0.3], [0.4, 0.1, -0.2], [0.0, -0.1, 0.0], [-0.2, 0.1, 0.0], [0.2, 0.4, -0.5], [1.4, -2.0, 1.0], [-0.1, 0.4, -1.1], [0.3, 1.1, -1.4], [-1.7, -0.1, 0.8], [0.0, 0.4, -0.1], [0.2, 0.5, -0.8], [0.4, 0.0, -0.6], [0.7, -0.8, 0.4], [-2.2, 0.6, -0.3], [0.3, 0.1, 0.7], [0.0, 0.0, 0.0], [0.1, 0.1, 0.6], [-0.1, 0.1, 0.0], [-0.4, 0.0, 0.1], [0.0, 0.3, 0.5], [0.2, -0.3, 0.2], [-0.1, -0.1, 0.2], [0.1, -0.4, 0.1], [0.1, 0.3, -0.3], [0.4, -0.1, -0.2], [0.5, 0.0, 0.2], [0.0, -0.7, 0.4], [-0.3, 0.3, 0.4], [0.2, -0.3, -0.1], [-0.2, -0.3, 0.2], [0.1, 0.1, -0.1], [-0.2, 0.0, -0.1], [-0.2, 0.2, 0.0], [0.2, 0.0, -0.4], [0.0, 0.2, 0.1], [0.2, 1.6, -0.5], [-0.2, -1.5, 1.0], [-0.1, -0.7, -0.4], [0.1, -0.3, 0.0], [0.0, 0.0, 0.4], [0.1, 0.3, 0.0], [-0.1, -0.1, 0.0], [0.2, 0.2, 0.2], [-0.2, 0.1, -0.5], [0.1, 0.2, -0.5], [-0.1, 0.2, 0.1], [-0.1, 0.0, 0.2], [0.0, 0.0, -0.1], [-0.1, 0.1, -0.1], [0.1, -0.2, 0.0], [0.1, 0.0, -0.1], [0.0, 0.1, 0.1]],
  "mulliken_charge": [-1.602, 1.996, -2.206, -1.362, 1.205, -1.942, 2.009, -2.019, -1.667, 0.196, -0.510, 0.436, 0.400, 0.082, 0.381, 0.465, 0.451, 0.411, 0.233, 0.176, -0.572, 0.465, 0.398, 0.379, 0.408, 0.435, 0.217, 0.457, 0.347, 0.355, -1.919, 2.172, -1.673, -0.138, -0.770, -1.664, 1.820, -1.775, -2.069, 0.504, -0.496, -0.227, 0.343, 0.778, 0.261, 0.207, 0.246, -0.194, 0.200, 0.144, 0.519, 0.402, 0.498, 0.354, 0.281, 0.438, 0.417, 0.449, 0.433, 0.331, -1.934, 1.512, -1.600, -0.804, -0.850, -1.089, 1.438, -2.049, -1.833, 1.321, -0.590, 0.356, 0.391, 0.396, -0.217, 0.402, 0.433, 0.197, 0.459, 0.462, 0.343, 0.379, 0.344, 0.520, 0.075, 0.559, 0.350, 0.338, 0.418, 0.275, -1.070, 0.607, -0.903, -0.579, 0.011, 0.392, 0.376, 0.195, 0.226, 0.006, 0.476, 0.308, -0.594, 0.316, 0.259, -0.108, 0.158, 0.031]
}


Record 2
{
  "formula": "C13H52N26O13",
  "method": "wB97M-V/def2-TZVPD",
  "e_above_lowest_kcal_mol": 34.9,
  "e_lumo_ev": 0.337,
  "homo_ev": -9.2,
  "orbital_gap_ha": 0.3509,
  "elements": ["C", "O", "N", "N", "H", "H", "H", "H", "C", "O", "N", "N", "H", "H", "H", "H", "C", "O", "N", "N", "H", "H", "H", "H", "C", "O", "N", "N", "H", "H", "H", "H", "C", "O", "N", "N", "H", "H", "H", "H", "C", "O", "N", "N", "H", "H", "H", "H", "C", "O", "N", "N", "H", "H", "H", "H", "C", "O", "N", "N", "H", "H", "H", "H", "C", "O", "N", "N", "H", "H", "H", "H", "C", "O", "N", "N", "H", "H", "H", "H", "C", "O", "N", "N", "H", "H", "H", "H", "C", "O", "N", "N", "H", "H", "H", "H", "C", "O", "N", "N", "H", "H", "H", "H"],
  "xyz": [[-1.173858, 2.427516, 3.035713], [-2.012775, 3.317125, 3.187496], [0.159697, 2.643839, 2.905953], [-1.482259, 1.088076, 2.999013], [0.747357, 1.819886, 3.079895], [0.543541, 3.477159, 3.263574], [-2.431728, 0.752434, 2.960270], [-0.823307, 0.383092, 2.636641], [-4.655567, -0.423929, 0.839679], [-3.705674, -1.058587, 1.363923], [-5.740985, 0.027955, 1.625958], [-4.837442, -0.117655, -0.466758], [-6.651096, 0.039700, 1.208663], [-5.715977, -0.345612, 2.546498], [-5.544428, 0.555811, -0.660374], [-4.166397, -0.478280, -1.136849], [4.151063, 0.717323, 1.552010], [3.332382, -0.197786, 1.529105], [4.454865, 1.304723, 2.769845], [4.824881, 1.203752, 0.438107], [4.092849, 0.934340, 3.631558], [5.273072, 1.895644, 2.806197], [5.745126, 1.559103, 0.656988], [4.709341, 0.674200, -0.395743], [3.493864, 2.248652, -2.768621], [2.459217, 2.135011, -2.133889], [3.958527, 3.321666, -3.438449], [4.353480, 1.197187, -2.998868], [4.937485, 3.383693, -3.692805], [3.433389, 4.149671, -3.460020], [4.008755, 0.228757, -2.896558], [4.954510, 1.170435, -3.822967], [-0.644875, 3.691733, -0.955687], [-1.014508, 2.559638, -1.168240], [-1.383146, 4.885929, -1.024395], [0.651240, 4.019095, -0.738292], [-2.393191, 4.819844, -0.894399], [-0.945137, 5.635864, -0.516109], [1.304242, 3.236090, -0.877450], [0.868449, 4.960461, -0.981531], [-0.322508, -4.547099, 2.431637], [-1.100295, -5.402786, 2.882216], [1.010695, -4.894491, 2.079494], [-0.685955, -3.228078, 2.128253], [1.659985, -4.268061, 1.598444], [1.419263, -5.730474, 2.515836], [0.080877, -2.521172, 2.043984], [-1.567808, -2.868950, 2.410859], [1.614559, -1.397350, -3.768119], [2.707059, -1.173162, -3.301615], [1.114830, -2.653089, -3.788664], [0.753256, -0.458618, -4.217889], [0.123583, -2.726746, -3.710757], [1.711568, -3.274585, -3.281807], [1.210156, 0.407188, -4.405902], [-0.044588, -0.697866, -4.824475], [-1.640367, -3.254893, -1.938254], [-1.194820, -2.261366, -2.457540], [-1.110950, -3.840618, -0.821694], [-2.591294, -3.984459, -2.537681], [-1.650744, -4.517771, -0.296851], [-0.575181, -3.219874, -0.231630], [-3.017738, -4.703543, -2.009981], [-3.171360, -3.449794, -3.155043], [2.383481, -0.986487, 5.148514], [2.663475, 0.220480, 4.945015], [1.858297, -1.513942, 6.285155], [2.800003, -2.029448, 4.365281], [1.567463, -0.947663, 7.049826], [1.749340, -2.476601, 6.261537], [3.007023, -1.833987, 3.376532], [2.253460, -2.883492, 4.396416], [0.111381, -0.458732, 0.556235], [0.498170, -0.637340, 1.743038], [-1.161509, -0.672786, 0.138466], [0.956898, 0.013535, -0.326905], [-1.861139, -0.910221, 0.822720], [-1.136872, -0.991970, -0.824142], [0.671593, 0.320222, -1.241316], [1.956021, 0.085318, -0.020661], [3.706642, -3.580418, -0.474268], [3.900458, -4.590121, -1.108775], [2.394826, -2.999675, -0.376223], [4.701778, -2.893717, 0.241124], [2.521994, -1.963686, -0.441866], [1.939789, -3.338496, -1.223001], [4.483109, -2.286829, 1.010157], [5.614551, -3.225335, 0.107457], [-3.298293, 1.065908, -3.813340], [-3.802741, 0.137941, -4.420609], [-3.567488, 2.450012, -3.876610], [-2.274853, 0.789329, -2.909673], [-4.364386, 2.589506, -4.495736], [-3.692993, 2.882229, -2.964906], [-1.781037, -0.101224, -2.818148], [-1.777927, 1.593631, -2.556093], [-4.416748, 3.820177, -0.006109], [-4.657372, 4.019618, -1.194741], [-3.447045, 3.001373, 0.521195], [-5.189832, 4.410067, 0.935611], [-3.274642, 2.774531, 1.500168], [-2.951301, 2.479471, -0.181280], [-5.152137, 4.370707, 1.935611], [-5.798681, 5.122212, 0.582437]],
  "forces_ev_per_a": [[-0.8, -0.6, 0.3], [0.2, -0.3, -0.2], [0.9, -1.5, -0.1], [0.0, -0.7, -0.3], [-0.3, 0.6, -0.3], [0.1, 1.0, 0.3], [-0.1, 0.6, 0.1], [0.1, 0.7, 0.3], [-0.3, -0.7, 1.4], [-1.6, 1.3, -1.2], [1.4, -0.1, -0.6], [1.1, -1.0, 0.7], [-0.2, 0.0, -0.2], [0.0, -0.2, 0.6], [0.0, 0.3, -0.7], [-0.3, 0.6, 0.0], [0.3, -0.2, 1.6], [0.1, 0.0, -0.9], [0.9, 0.5, -1.7], [-0.3, 0.3, 1.7], [-0.5, -0.4, 0.1], [-0.3, 0.0, 0.2], [-0.1, 0.0, -0.5], [0.1, -0.3, -0.6], [0.6, -1.8, -1.0], [0.1, 0.5, 0.0], [0.6, 0.9, -0.2], [0.7, -2.1, 0.2], [-0.5, -0.1, 0.1], [-0.6, 1.0, 0.2], [-0.5, 0.9, 0.3], [-0.4, 0.7, 0.4], [0.5, 2.3, -0.4], [-0.8, -0.5, 0.2], [-0.8, -1.1, 0.0], [0.5, -1.5, 0.4], [0.5, 0.0, -0.2], [-0.3, 0.1, 0.1], [-0.1, 0.9, -0.1], [0.7, 0.1, -0.1], [-0.1, -0.7, -0.1], [1.1, 1.5, -0.5], [-0.5, 0.2, 0.7], [2.5, -0.9, -0.2], [-0.7, -0.1, 0.2], [-0.7, 0.7, -0.5], [-1.1, -0.5, 0.2], [-0.6, -0.1, 0.4], [-1.4, -1.1, 0.1], [1.7, 0.8, 0.4], [0.7, -0.3, -0.6], [-0.7, 0.6, -0.8], [-0.4, -0.3, 0.2], [-0.1, -0.6, 0.0], [-0.1, 0.7, -0.1], [0.8, 0.1, 0.7], [0.3, -2.2, 1.2], [0.4, 2.3, -0.3], [0.1, 0.5, 0.1], [-0.7, 0.1, -0.7], [0.1, 0.2, -0.1], [0.0, -0.1, 0.1], [-0.5, -0.6, 0.3], [-0.2, -0.1, -0.3], [1.5, 1.6, 0.3], [-0.8, -2.2, 0.4], [-0.1, 2.1, -0.3], [0.2, -0.4, -2.4], [-0.2, 0.2, 0.2], [-0.5, -1.6, 0.7], [-0.1, 0.5, 0.7], [0.1, 0.2, 0.2], [-0.3, 0.1, 2.3], [-0.8, -0.1, -0.3], [1.3, 0.1, -0.5], [2.6, 0.3, -1.1], [-0.4, -0.3, -0.4], [-1.1, 0.0, 0.1], [0.1, 0.2, 0.0], [-1.5, 0.1, -0.4], [-0.2, 0.8, 1.0], [0.3, 0.1, -0.1], [1.8, 0.7, -0.5], [-2.0, -0.5, -0.9], [-0.6, -1.1, 0.2], [-0.3, 0.2, 0.4], [-0.1, 0.3, -0.1], [1.1, -0.5, 0.1], [2.0, -1.0, 1.5], [-0.8, 0.7, -0.7], [-0.7, -1.3, -0.7], [-0.2, 0.7, -0.1], [0.2, 0.2, 0.4], [0.0, 0.1, -0.1], [-0.8, 0.3, -0.6], [0.1, -0.1, 0.3], [0.1, -1.0, 1.9], [0.9, -0.3, -0.3], [-0.5, 0.0, -1.3], [-1.2, 1.1, 0.2], [-0.2, 0.6, -0.3], [0.4, -0.2, 0.1], [0.7, -0.4, 0.0], [-0.2, 0.0, -0.2]],
  "mulliken_charge": [0.575, -0.752, -0.231, -0.229, 0.088, 0.262, 0.203, -0.064, 0.544, -0.727, -0.506, -0.249, 0.197, 0.267, 0.199, 0.095, 0.369, -0.438, -0.337, -0.414, 0.202, 0.160, 0.237, 0.176, 0.318, -0.390, -0.472, -0.434, 0.173, 0.218, 0.317, 0.242, 0.193, 0.103, -0.499, -0.307, 0.106, 0.223, 0.140, 0.213, 0.431, -0.696, -0.248, 0.029, 0.120, 0.208, -0.219, 0.056, 0.479, -0.662, -0.516, -0.275, 0.212, 0.337, 0.202, 0.235, 0.682, -0.742, -0.257, -0.522, 0.271, 0.158, 0.200, 0.286, 0.690, -0.708, -0.388, -0.463, 0.222, 0.129, 0.119, 0.308, 0.594, -0.900, 1.455, 1.626, -0.055, -0.973, -0.352, -0.811, 0.511, -0.637, 0.358, -0.290, -0.213, -0.097, 0.193, 0.208, 0.552, -0.672, -0.482, 0.397, 0.298, 0.250, -0.208, 0.033, 0.479, -0.720, 0.275, -0.431, 0.021, -0.260, 0.163, 0.242]
}